No. 1
{
  "formula": "C49H67BrN5O4ReS",
  "method": "ωB97M-V with the def2-TZVPD basis set",
  "spin_multiplicity": 4,
  "homo_ev": [-10.2545, -10.5404],
  "e_tot_ev": -150543.349,
  "charge": 1,
  "lumo_energy_ev": [-4.0, -3.7],
  "species": ["Re", "C", "C", "C", "C", "C", "C", "C", "C", "C", "C", "C", "C", "C", "C", "C", "C", "C", "H", "H", "H", "H", "H", "H", "H", "H", "H", "H", "H", "H", "H", "H", "H", "H", "H", "H", "H", "H", "H", "H", "H", "H", "H", "H", "H", "H", "H", "C", "C", "C", "C", "C", "C", "C", "Br", "C", "O", "C", "C", "C", "C", "C", "C", "H", "H", "H", "H", "H", "H", "H", "H", "H", "H", "H", "H", "H", "H", "H", "H", "H", "H", "H", "H", "C", "C", "N", "C", "C", "N", "C", "N", "N", "N", "C", "C", "C", "C", "C", "C", "H", "H", "H", "H", "H", "H", "H", "H", "H", "H", "H", "C", "C", "C", "C", "C", "C", "C", "S", "O", "O", "O", "H", "H", "H", "H", "H", "H", "H"],
  "coordinates": [[-0.415467, 0.181044, -0.339153], [0.124289, 0.982050, -2.316253], [-0.682123, 2.057742, -1.737523], [0.308050, 3.021259, -1.268091], [1.590414, 2.642420, -1.756043], [1.513105, 1.448760, -2.414183], [2.523152, 0.799268, -3.319238], [2.449242, -0.736251, -3.205949], [3.953036, 1.309417, -3.099693], [2.098697, 1.226926, -4.742933], [0.209465, 4.257581, -0.391808], [1.299988, 4.147336, 0.701472], [0.534436, 5.503425, -1.246694], [-1.135933, 4.450723, 0.311794], [-2.062575, 2.430119, -2.374246], [-2.411556, 1.485222, -3.536407], [-1.943875, 3.830218, -3.007720], [-3.253526, 2.393241, -1.400426], [-0.245387, 0.344635, -3.110843], [2.497625, 3.208917, -1.594124], [2.346876, -1.062458, -2.166798], [3.357301, -1.182949, -3.615761], [1.599739, -1.132841, -3.773148], [4.319967, 1.094462, -2.102116], [4.012075, 2.389159, -3.265519], [4.622092, 0.830931, -3.819480], [1.056112, 0.964113, -4.948638], [2.731839, 0.714509, -5.472905], [2.215522, 2.305062, -4.876288], [2.302025, 4.287646, 0.289888], [1.267483, 3.182912, 1.206572], [1.134440, 4.929963, 1.443336], [1.434390, 5.351761, -1.848071], [0.709672, 6.348753, -0.577068], [-0.283366, 5.763871, -1.918847], [-1.458965, 3.527019, 0.789812], [-1.918800, 4.789871, -0.366180], [-1.030182, 5.209419, 1.089746], [-1.684080, 1.558528, -4.350815], [-3.382870, 1.783001, -3.935933], [-2.493084, 0.447667, -3.219684], [-1.004515, 3.930773, -3.562003], [-1.997094, 4.625919, -2.267062], [-2.766487, 3.983202, -3.710102], [-3.574370, 1.361692, -1.249459], [-4.099572, 2.943083, -1.822884], [-3.018775, 2.828536, -0.430294], [3.532113, 0.906773, 6.728909], [2.071749, 1.140347, 6.338427], [1.653642, 2.535731, 6.822451], [1.211347, 0.074702, 7.038739], [1.859750, 1.037652, 4.827333], [0.582952, 1.185919, 4.297545], [0.425002, 1.084612, 2.940782], [-1.330246, 1.200264, 2.197852], [1.436387, 0.813587, 2.019355], [1.120521, 0.831904, 0.693830], [2.707570, 0.581335, 2.550112], [2.872771, 0.740527, 3.931355], [3.934354, 0.130128, 1.741657], [3.568109, -0.491258, 0.398154], [4.714349, -0.947853, 2.522552], [4.837936, 1.349338, 1.508454], [3.637127, 1.022276, 7.809536], [4.200301, 1.628918, 6.251607], [3.859760, -0.103349, 6.467861], [1.795885, 2.615128, 7.903517], [0.601813, 2.738933, 6.605899], [2.257244, 3.308086, 6.338512], [1.418267, 0.071805, 8.112972], [1.434017, -0.918930, 6.641868], [0.142790, 0.262870, 6.904938], [-0.272719, 1.378439, 4.932998], [3.866434, 0.583347, 4.326523], [2.859476, -1.313035, 0.521527], [4.473034, -0.892058, -0.069571], [3.122494, 0.241227, -0.265031], [4.034300, -1.711804, 2.907420], [5.279258, -0.533439, 3.359008], [5.430755, -1.436005, 1.857883], [4.316927, 2.104499, 0.910079], [5.746922, 1.052390, 0.974493], [5.131119, 1.811421, 2.454256], [-3.808497, -0.561320, 0.624803], [-3.193974, -1.199018, -0.565163], [-2.091301, -0.802283, -1.206893], [-1.885909, -1.709331, -2.249132], [-2.876467, -2.615323, -2.239104], [-3.704096, -2.277091, -1.182183], [-4.872261, -3.048348, -0.751917], [-6.122133, -2.452551, -1.126947], [-6.869429, -1.791186, -0.195495], [-7.895590, -1.293870, -0.766125], [-7.854362, -1.613512, -2.114592], [-8.740171, -1.305576, -3.149983], [-8.419925, -1.762619, -4.408163], [-7.246105, -2.507134, -4.645506], [-6.365502, -2.819138, -3.632836], [-6.706154, -2.358720, -2.357834], [-3.484170, 0.471287, 0.708653], [-3.508226, -1.099586, 1.530416], [-4.894594, -0.581296, 0.563744], [-1.043064, -1.634010, -2.916305], [-3.063901, -3.468693, -2.870822], [-4.863710, -3.150177, 0.327319], [-4.788398, -4.031819, -1.203177], [-9.638397, -0.730109, -2.957432], [-9.082094, -1.551429, -5.238323], [-7.033053, -2.840136, -5.654023], [-5.464739, -3.390027, -3.823876], [3.889429, -7.173912, 0.151179], [2.901925, -6.049887, 0.332146], [2.752361, -5.416615, 1.560072], [1.859538, -4.365948, 1.721671], [1.098781, -3.959239, 0.640737], [1.216120, -4.587481, -0.600441], [2.116980, -5.625247, -0.744527], [0.029110, -2.573250, 0.793122], [0.361040, -1.827562, 1.975747], [-1.341464, -3.021501, 0.723483], [0.391704, -1.747503, -0.459211], [4.509190, -7.305940, 1.037549], [4.543389, -6.978589, -0.700966], [3.369917, -8.115009, -0.044206], [3.348725, -5.744100, 2.403610], [1.752493, -3.861117, 2.674875], [0.608047, -4.252955, -1.433062], [2.227002, -6.113218, -1.706918]],
  "atomic_forces_ev_per_a": [[0.9, 1.5, -0.8], [-0.2, -0.4, 0.1], [-0.1, -0.2, 0.4], [0.0, 0.0, 0.1], [0.2, 0.0, 0.1], [0.0, 0.0, -0.2], [0.1, -0.1, 0.1], [0.0, 0.0, 0.1], [-0.2, 0.1, -0.1], [-0.1, -0.1, -0.1], [-0.1, 0.1, 0.0], [0.1, 0.0, 0.0], [0.0, 0.0, 0.0], [0.0, 0.0, -0.1], [-0.1, 0.1, 0.1], [0.1, 0.0, 0.0], [0.0, 0.0, 0.0], [0.1, 0.0, 0.0], [-0.1, 0.1, 0.0], [-0.1, -0.1, 0.0], [0.1, 0.0, -0.1], [-0.1, 0.0, 0.0], [0.1, 0.0, 0.1], [0.0, -0.1, 0.2], [0.0, -0.1, 0.0], [-0.1, 0.0, 0.1], [0.1, 0.0, 0.0], [-0.1, 0.0, 0.0], [0.0, -0.1, 0.0], [-0.1, 0.0, 0.0], [0.0, 0.1, 0.0], [0.0, 0.0, -0.1], [0.0, 0.0, 0.1], [0.0, 0.0, 0.0], [0.1, 0.0, 0.0], [0.0, 0.1, 0.0], [0.0, -0.1, 0.1], [0.0, 0.0, -0.1], [-0.1, 0.0, 0.1], [0.0, 0.0, 0.0], [0.0, 0.1, -0.1], [-0.1, 0.0, 0.0], [0.0, -0.1, -0.1], [0.0, 0.0, 0.0], [0.0, 0.1, 0.0], [0.0, 0.0, 0.0], [0.0, 0.0, -0.1], [0.0, 0.0, 0.0], [0.0, 0.0, 0.0], [0.0, 0.0, 0.0], [0.0, 0.0, 0.0], [0.0, 0.0, 0.1], [-0.2, 0.1, 0.0], [-0.1, 0.0, -0.2], [-0.1, -0.3, -0.1], [-0.3, 0.1, -0.3], [0.3, -0.3, 0.2], [0.2, -0.1, -0.1], [0.1, -0.1, 0.0], [0.1, 0.1, 0.1], [0.0, -0.1, -0.1], [0.0, 0.1, 0.0], [0.0, 0.0, -0.1], [0.0, 0.0, 0.0], [0.0, 0.0, 0.0], [0.0, 0.1, 0.0], [0.0, 0.0, -0.1], [0.1, 0.0, 0.0], [0.0, 0.0, 0.0], [0.0, 0.0, -0.1], [0.0, 0.0, 0.0], [0.1, 0.0, 0.0], [0.0, 0.0, 0.0], [0.0, 0.0, 0.0], [0.0, 0.0, 0.0], [-0.1, 0.1, 0.0], [0.0, 0.0, -0.1], [0.0, 0.0, 0.0], [0.0, 0.0, 0.0], [0.0, 0.1, 0.0], [0.0, 0.0, 0.0], [-0.1, 0.0, 0.0], [0.0, 0.0, 0.0], [0.1, -0.2, 0.2], [0.0, 0.2, -0.3], [0.0, -0.5, 0.1], [0.1, 0.2, 0.1], [-0.2, -0.1, 0.0], [-0.1, -0.2, 0.0], [-0.1, 0.2, -0.1], [0.3, -0.1, 0.1], [-0.1, 0.1, -0.4], [0.1, -0.1, 0.0], [0.0, 0.1, 0.1], [-0.1, 0.1, 0.0], [-0.1, 0.0, 0.0], [0.1, 0.0, 0.0], [0.0, 0.0, 0.0], [0.0, 0.1, 0.1], [0.0, 0.0, 0.0], [0.0, 0.0, -0.1], [0.0, 0.0, 0.0], [0.0, 0.0, 0.1], [0.0, 0.1, 0.1], [0.0, 0.0, 0.1], [0.1, -0.1, 0.0], [0.1, -0.1, 0.0], [0.0, 0.0, 0.0], [0.0, 0.0, 0.1], [-0.1, 0.0, 0.0], [-0.1, 0.0, 0.0], [0.1, -0.1, 0.0], [0.0, -0.1, 0.0], [-0.1, 0.1, 0.1], [0.2, 0.1, -0.3], [0.0, 0.0, 0.2], [0.0, 0.0, 0.0], [-0.1, -0.7, 0.1], [0.2, 0.2, 0.2], [-0.1, 0.0, -0.3], [-0.3, 0.3, 0.6], [0.0, 0.0, 0.0], [0.0, 0.0, 0.0], [0.0, 0.0, 0.0], [0.0, 0.0, 0.0], [0.0, 0.0, -0.1], [0.1, 0.0, 0.0], [0.0, 0.0, 0.0]]
}

---

No. 2
{
  "formula": "C5H9Cl2",
  "method": "ωB97M-V with the def2-TZVPD basis set",
  "spin_multiplicity": 2,
  "homo_ev": [-8.4836, -9.9368],
  "e_tot_ev": -30373.529,
  "relative_energy_kj_mol": 90.3,
  "lumo_energy_ev": [0.8, -1.2],
  "species": ["Cl", "Cl", "C", "C", "C", "C", "C", "H", "H", "H", "H", "H", "H", "H", "H", "H"],
  "coordinates": [[-0.399368, -0.503183, 0.109862], [0.178848, 0.148415, 2.082982], [-2.760188, 0.840280, 2.425389], [-2.772928, -0.688312, 2.424494], [-1.647204, -1.240435, 3.337562], [-0.748190, 0.003798, 3.614322], [-1.690911, 1.246278, 3.532570], [-2.550556, 1.219398, 1.406998], [-3.752666, 1.235452, 2.702803], [-3.680294, -1.069843, 2.881905], [-2.759550, -1.094857, 1.408347], [-2.057366, -1.627951, 4.278061], [-1.077864, -2.048388, 2.884557], [-0.087671, 0.038948, 4.475584], [-1.184861, 2.176454, 3.159921], [-2.199459, 1.524787, 4.482693]],
  "atomic_forces_ev_per_a": [[-0.8, -1.1, -3.4], [2.2, 1.2, 2.7], [0.1, 0.3, 0.7], [-0.5, -0.9, 0.2], [0.3, 0.9, 0.5], [-1.9, 0.7, -0.4], [-0.6, 0.6, -1.0], [0.3, 0.0, 0.7], [0.4, -0.1, -0.1], [-0.4, 0.1, -0.1], [0.3, 0.1, 0.3], [0.1, 0.2, -0.1], [0.1, 0.0, 0.0], [0.2, -0.4, -0.1], [-0.1, -0.9, 0.7], [0.4, -0.6, -0.4]]
}